# 1
The following is a DFT calculation (wB97M-V/def2-TZVPD) of a single C7H7ClS2 molecule.

The geometry in XYZ format:
```
17
C7H7ClS2 | the OMol25 dataset | wB97M-V/def2-TZVPD
S 2.325 1.803 -0.305
C 1.550 0.163 -0.672
S 2.670 -1.178 0.061
Cl 1.414 -0.119 -2.357
C 0.147 -0.070 0.022
C -0.286 0.840 0.951
C -1.631 0.733 1.318
C -2.486 -0.236 0.777
C -2.032 -1.017 -0.240
C -0.714 -0.986 -0.539
H 3.358 1.602 -1.044
H 3.875 -0.710 -0.540
H 0.299 1.492 1.562
H -1.994 1.396 2.174
H -3.608 -0.300 0.740
H -2.638 -1.709 -0.690
H -0.250 -1.704 -1.218
```

Output
strongest force on any atom = 2.92 eV/A
LUMO = 0.52 eV
highest occupied orbital energy = -8.99 eV
Kohn-Sham gap = 9.5 eV

# 2
The following is a DFT calculation (wB97M-V/def2-TZVPD) of 2 unconnected molecules or ions with the total composition C7H7F3O2P2S.

The geometry in XYZ format:
```
22
C7H7F3O2P2S | the OMol25 dataset | wB97M-V/def2-TZVPD
C -3.411 -1.170 -0.300
C -3.124 0.135 -0.742
C -2.617 -1.838 0.595
C -1.963 0.758 -0.288
C -1.397 -1.281 0.958
C -1.187 -0.028 0.531
C 3.868 -0.261 -0.292
O 1.797 -1.855 -0.105
O 1.453 0.157 -1.415
F 4.388 -0.690 -1.435
F 4.337 -0.955 0.719
F 4.189 1.046 -0.147
P 1.045 2.493 -0.106
P 1.457 1.055 1.375
S 1.946 -0.423 -0.233
H -4.387 -1.648 -0.608
H -3.861 0.726 -1.340
H -2.855 -2.757 0.974
H -1.777 1.831 -0.566
H -0.851 -2.016 1.421
H 0.654 3.366 1.058
H 2.296 3.355 -0.053
```

Output
strongest force on any atom = 3.42 eV/A
LUMO (spin up / spin down) = -2.00 / -1.08 eV
highest occupied orbital energy (spin up / spin down) = -9.12 / -9.11 eV
Kohn-Sham gap (spin up / spin down) = 7.1 / 8.0 eV

# 3
The following is a DFT calculation (wB97M-V/def2-TZVPD) of a single C7H7FN2O molecule.

The geometry in XYZ format:
```
18
C7H7FN2O | the OMol25 dataset | wB97M-V/def2-TZVPD
C -0.431 -2.388 -0.528
O 0.426 -1.341 -0.989
C 0.699 -0.391 -0.004
C 1.831 -1.084 1.170
N 2.492 -1.705 1.856
N -0.456 -0.152 0.773
C -0.698 0.983 1.299
C 0.027 2.218 0.878
C 1.080 2.096 0.095
C 1.386 0.812 -0.610
F 2.792 0.650 -0.431
H -1.605 -2.230 -0.802
H -0.296 -2.758 0.488
H -0.183 -3.171 -1.115
H -1.467 1.237 2.083
H -0.216 3.163 1.368
H 1.676 3.050 -0.196
H 1.183 1.077 -1.608
```

Output
strongest force on any atom = 4.76 eV/A
LUMO = -0.55 eV
highest occupied orbital energy = -10.20 eV
Kohn-Sham gap = 9.6 eV